No. 1
{
  "formula": "C4H8O2",
  "method": "wB97M-V/def2-TZVPD",
  "symbols": ["C", "C", "C", "O", "C", "O", "H", "H", "H", "H", "H", "H", "H", "H"],
  "xyz": [[0.381, 1.092, -0.655], [0.378, -0.082, 0.370], [1.290, -1.096, -0.304], [2.494, -1.010, -0.307], [-1.061, -0.581, 0.606], [-2.011, 0.410, 0.272], [1.367, 1.552, -0.635], [-0.369, 1.879, -0.520], [0.190, 0.690, -1.659], [0.865, 0.193, 1.318], [0.779, -1.882, -0.905], [-1.283, -1.441, -0.038], [-1.224, -0.906, 1.644], [-1.796, 1.181, 0.814]],
  "forces_ev_per_a": [[0.24, -0.01, -0.04], [-0.04, 0.23, -0.14], [0.30, 0.11, -0.04], [-0.54, -0.16, 0.15], [0.10, -0.26, -0.02], [-0.32, 0.12, 0.33], [0.06, -0.03, -0.17], [0.21, -0.35, 0.31], [0.11, 0.09, 0.11], [-0.17, 0.17, -0.33], [0.04, 0.04, 0.10], [0.05, 0.16, 0.04], [0.25, -0.02, -0.17], [-0.29, -0.09, -0.12]],
  "largest_force_ha_per_bohr": 0.011,
  "e_homo_ev": -9.9,
  "total_energy_ev": -8371.7703,
  "relative_energy_kj_mol": 145.8
}

***

No. 2
{
  "formula": "C4H8O2",
  "method": "wB97M-V/def2-TZVPD",
  "symbols": ["C", "O", "C", "C", "C", "O", "H", "H", "H", "H", "H", "H", "H", "H"],
  "xyz": [[2.044, 0.398, -0.675], [0.751, -0.146, -0.694], [0.193, -0.379, 0.576], [-1.268, -0.711, 0.328], [-2.072, 0.515, -0.051], [-3.277, 0.540, -0.101], [2.275, 0.686, -1.704], [2.797, -0.327, -0.331], [2.095, 1.290, -0.033], [0.289, 0.524, 1.206], [0.706, -1.199, 1.104], [-1.748, -1.200, 1.182], [-1.313, -1.411, -0.515], [-1.472, 1.421, -0.290]],
  "forces_ev_per_a": [[0.29, 0.14, -0.05], [-0.07, 0.00, -0.09], [-0.13, -0.02, 0.19], [-0.02, -0.05, 0.03], [-0.32, -0.07, -0.02], [0.49, 0.01, 0.03], [0.05, -0.03, 0.17], [-0.15, 0.07, 0.00], [-0.01, -0.11, -0.09], [-0.01, -0.12, -0.10], [-0.04, 0.10, -0.15], [0.07, 0.10, -0.07], [-0.06, 0.06, 0.12], [-0.10, -0.08, 0.02]],
  "largest_force_ha_per_bohr": 0.010,
  "e_homo_ev": -9.7,
  "total_energy_ev": -8371.6695,
  "relative_energy_kj_mol": 155.6
}

***

No. 3
{
  "formula": "C4H8O2",
  "method": "wB97M-V/def2-TZVPD",
  "symbols": ["C", "C", "O", "C", "C", "O", "H", "H", "H", "H", "H", "H", "H", "H"],
  "xyz": [[-1.710, 0.851, 0.353], [-0.481, 0.049, 0.850], [-0.113, 0.101, 2.018], [-0.074, -0.955, -0.154], [1.340, 0.094, -0.277], [1.947, -0.239, -1.497], [-1.961, 1.573, 1.126], [-2.544, 0.168, 0.209], [-1.506, 1.349, -0.592], [-0.556, -0.916, -1.126], [0.118, -1.940, 0.272], [1.294, 1.183, -0.303], [1.978, -0.173, 0.572], [2.267, -1.147, -1.452]],
  "forces_ev_per_a": [[1.08, 0.54, 0.73], [-4.00, -0.95, 1.14], [0.26, 0.05, -1.38], [2.63, 2.91, 0.99], [0.59, -2.90, -1.03], [0.60, 0.10, -0.48], [-0.14, 0.17, -0.12], [0.06, -0.17, 0.02], [-0.03, 0.08, -0.11], [-0.10, -0.03, 0.28], [0.54, 0.24, -0.26], [-1.14, -0.16, 0.19], [-0.29, 0.00, 0.05], [-0.07, 0.12, -0.01]],
  "largest_force_ha_per_bohr": 0.083,
  "e_homo_ev": -9.2,
  "total_energy_ev": -8370.9150,
  "relative_energy_kj_mol": 228.4
}